Computed, not measured: a molecular structure, C11H25ClIN3O2PRh at a distorted geometry, with wB97M-V/def2-TZVPD.

Geometry as XYZ:
```
45
Properties=species:S:1:pos:R:3:lowdin_charge:R:1
H -2.8008 0.8522 -0.5240 0.113
H -2.5682 2.5532 3.7240 0.112
C 1.6282 0.5283 -0.2086 -0.241
O 3.1241 -0.7826 -0.3225 0.020
H -1.3479 3.5095 4.6057 0.093
H -2.5334 -0.2274 0.9150 0.051
H -2.1418 4.2351 3.2047 0.102
C -1.2833 -2.6602 -1.6219 -0.271
C -2.6550 2.8581 0.9292 -0.049
H 1.3122 -3.6718 -2.6518 0.082
H -3.0974 2.8275 -0.0609 0.096
N 0.3285 0.9550 1.8578 0.077
H 1.3500 -0.1761 -2.8251 0.050
H -1.2945 -3.2670 -2.5399 0.082
C 1.5240 -3.1957 -1.6885 -0.205
P 0.3437 -1.8376 -1.3156 0.790
H -2.0715 3.7920 1.0343 0.111
H 0.3968 -1.3592 -3.7495 0.084
C 0.4289 -0.7705 -2.8164 -0.204
N -1.7866 1.7361 1.0794 -0.131
H 1.4234 3.1801 2.7060 0.102
H -2.0813 -1.9150 -1.6868 0.057
H 0.9021 2.3343 4.2148 0.108
N -0.6496 2.8091 2.8076 -0.144
H -1.5148 -3.3178 -0.7744 -0.012
H 1.0030 1.1929 2.5607 0.035
H -0.4224 -0.0832 -2.8234 0.063
H 1.4283 -3.9407 -0.8908 0.067
C -0.6653 1.7518 1.8935 -0.374
H 0.4994 4.0570 3.9697 0.106
C 0.6337 3.0986 3.4625 -0.045
Rh 0.9865 -0.9924 0.7945 0.454
H 5.1573 -2.3592 0.3517 0.121
C -1.7502 3.2938 3.6198 -0.050
H -1.1704 0.1568 -0.1886 0.006
C 4.2291 -2.5474 0.9182 -0.057
I 1.6775 -2.1549 3.1807 0.661
C -2.0882 0.5563 0.2846 -0.087
H 4.3931 -2.2986 1.9728 0.069
O 2.0024 1.4982 -0.7723 0.194
H -3.4492 2.8374 1.6872 0.099
C 3.1395 -1.6813 0.4703 -0.427
Cl -1.0538 -2.2760 1.2922 0.122
H 3.9347 -3.6251 0.9046 0.124
H 2.5447 -2.7987 -1.7009 0.045
```

The net charge is +2. For the highest occupied orbital energy (alpha / beta), the calculation gives -14.85 / -14.87 eV. The strongest force on any atom comes out at 0.1369 Eh/bohr. The calculated total energy is -53277.7422 eV. The HOMO-LUMO gap (alpha / beta) comes out at 6.48 / 4.85 eV. The expectation value of S² is 6.027. As for the spin multiplicity: 5.

=====

Computed, not measured: a molecular structure, C11H25CuN5O8 at a distorted geometry, with wB97M-V/def2-TZVPD.

Geometry as XYZ:
```
50
Properties=species:S:1:pos:R:3:lowdin_charge:R:1
H -1.9059 3.1675 2.3035 0.079
H -0.7037 4.4223 1.9085 0.092
Cu 0.9974 0.1894 0.2631 0.401
O 2.0520 -0.4539 -2.3876 -0.086
O -1.5554 0.8488 1.8031 -0.052
N -3.4563 -1.1365 -0.4131 0.136
C 0.1253 -2.5369 -0.3435 -0.257
O 2.6410 -0.4415 4.9430 -0.075
N 1.0057 1.8736 -0.7626 -0.042
H 0.9307 4.9983 0.0134 0.090
C -3.0796 0.0162 -1.2566 -0.094
C -1.8340 -0.4530 -2.0261 -0.670
H 0.2969 -4.6661 -0.3316 0.083
H 4.1387 0.7925 0.6041 0.042
H 1.9726 1.0505 -2.1136 0.066
H -1.2058 -4.0507 -1.0510 0.096
C 0.4020 2.9465 -0.2696 -0.240
H 2.5114 -1.4033 5.0863 0.053
C -0.4776 -3.8932 -0.2420 -0.013
H 0.6791 -3.4070 -3.0560 0.099
N 1.4435 -0.9055 -1.3670 -0.096
H 1.3351 4.3180 -1.5869 0.084
H -0.9845 -4.0077 0.7214 0.078
C 1.5234 -3.1575 -2.3994 -0.013
H 1.7575 -1.0842 1.6198 0.092
C 2.1625 -0.0576 1.5925 -0.017
H 1.8928 -4.0888 -1.9528 0.081
O 1.7085 2.0332 -1.8775 0.004
H -2.9030 0.9086 -0.6577 0.110
O -1.9712 -1.6380 -2.4425 -0.045
O 3.4398 0.2941 0.1267 -0.150
H -2.0482 4.1228 0.8024 0.097
N -0.2773 -1.4814 0.3744 -0.104
O -1.3674 -1.5997 1.1042 -0.233
C -1.3447 3.6345 1.4895 -0.004
N -0.5885 1.3046 0.9670 -0.047
O -0.8595 0.3340 -2.1210 -0.005
H -3.8747 0.1928 -1.9889 0.126
H 1.7804 -0.0835 5.2409 0.049
H -3.6463 -1.9104 -1.0638 0.147
C -0.5274 2.6157 0.7742 -0.243
C 0.5928 4.3267 -0.7857 -0.003
H -4.2865 -0.9347 0.1408 0.151
H -1.4841 -0.1785 1.6738 0.051
H 3.0234 -0.0337 2.2649 0.064
H -0.3532 4.7248 -1.1715 0.095
H 1.5393 0.8058 1.9510 0.097
H 2.3155 -2.6954 -2.9944 0.081
H -2.6213 -1.4161 0.2418 0.095
C 1.0887 -2.2063 -1.3480 -0.249
```

For the highest occupied orbital energy (alpha / beta), the calculation gives -7.08 / -6.90 eV. The strongest force on any atom comes out at 0.1206 Eh/bohr. The calculated total energy is -80272.1456 eV. The HOMO-LUMO gap (alpha / beta) comes out at 6.54 / 5.90 eV. The expectation value of S² is 0.771. As for the spin multiplicity: 2. The energy relative to the best compared isomer or geometry (same formula, charge and spin) comes out at 1113.94 kJ/mol.

=====

Computed, not measured: a molecular structure, C11H25FNO2P2Zr at a distorted geometry, with wB97M-V/def2-TZVPD.

Geometry as XYZ:
```
43
Properties=species:S:1:pos:R:3:lowdin_charge:R:1
C 0.9237 1.8747 3.1057 -0.248
H 0.3524 2.6320 3.6606 0.062
C -1.3843 0.3076 3.6821 -0.239
H -2.8312 -2.5135 2.1310 0.084
H -3.4099 -0.4695 1.2773 0.034
H 3.9429 -2.0828 -1.3931 0.055
H 2.2823 -0.5181 0.9455 -0.116
F 0.8459 -2.8325 1.8937 -0.526
H -1.3198 2.6400 1.5885 0.102
Zr 0.6553 -1.2694 0.7607 1.149
H -0.3450 3.9078 -2.8230 0.123
H -0.4000 -1.9710 -3.0710 0.055
C -1.1715 1.6435 1.1542 -0.305
H 2.9011 0.1116 -2.1556 0.107
H -2.2804 1.1570 1.0574 0.060
H -0.8530 -0.2535 4.4627 0.059
H -0.9078 -1.8210 0.0146 -0.090
H -2.2087 -0.3121 3.3051 0.030
C -0.7943 2.8765 -0.9822 -0.008
C 0.7142 2.0399 -2.6293 -0.017
H -4.0480 0.6188 0.2626 0.082
H 1.5939 1.3395 3.7921 0.055
C 3.1555 -2.6692 -1.8833 -0.254
P -0.1989 0.6611 2.3571 0.761
H 0.1911 -3.5794 -2.5841 0.055
H 3.3814 -2.8020 -2.9492 0.061
H -1.4770 3.6216 -0.5830 0.125
H 1.5321 2.3570 2.3300 0.056
H 1.7424 -0.2492 -3.4571 0.100
P 1.5589 -1.8424 -1.6601 0.736
H 3.0891 -3.6494 -1.3915 0.056
C 0.9030 0.9022 -1.8392 -0.313
H -2.0666 -1.9841 0.8189 -0.022
N 0.2854 0.7620 -0.6479 -0.011
C 0.4990 -2.5859 -2.9378 -0.255
H 1.0441 -2.6756 -3.8867 0.059
H -1.7742 1.2443 4.1013 0.069
C -0.1630 3.0291 -2.2084 -0.024
C -0.5253 1.7475 -0.1990 -0.313
O -2.9397 -1.8921 1.3888 -0.128
C 1.8526 -0.1630 -2.3651 -0.282
O -3.6027 0.5598 1.1263 -0.108
H 1.2546 2.1024 -3.5697 0.123
```

The net charge is +1. For the highest occupied orbital energy, the calculation gives -12.16 eV. The strongest force on any atom comes out at 0.0527 Eh/bohr. The calculated total energy is -39968.6376 eV. The HOMO-LUMO gap comes out at 8.16 eV.

=====

Computed, not measured: a molecular structure, C11H25PbS4SeSi at a distorted geometry, with wB97M-V/def2-TZVPD.

Geometry as XYZ:
```
43
Properties=species:S:1:pos:R:3:lowdin_charge:R:1
H 7.5756 9.3776 5.5299 0.065
S 7.9394 5.7383 15.2318 0.882
S 4.8927 5.9385 14.2694 0.878
H 7.0573 3.9039 13.8749 0.092
H 8.5148 4.6389 5.3354 0.056
H 6.7540 10.2636 15.5639 0.106
S 9.2951 8.2863 13.7577 0.872
C 10.2642 6.9210 14.4169 -0.475
H 9.0618 9.6228 15.7468 0.113
C 8.3747 8.6274 5.4666 -0.153
C 7.2919 9.9258 14.6879 -0.434
Pb 7.0877 6.8764 12.7871 0.538
H 11.0508 6.9363 13.6521 0.100
S 6.0385 9.1907 13.5815 0.893
H 9.4310 5.3693 6.6651 0.080
H 9.4469 5.0637 13.4673 0.077
H 4.6292 9.5378 15.4210 0.117
C 9.0544 5.5415 5.6088 -0.149
H 8.0023 8.2103 15.8191 0.027
H 4.9303 3.6572 14.9164 0.118
C 5.5125 4.5387 15.2149 -0.464
H 6.6726 5.8053 7.5089 0.039
C 8.3806 8.9854 15.1923 -0.465
H 8.8777 8.6831 4.4878 0.070
H 9.9237 5.7570 4.9832 0.060
C 9.5815 5.5402 14.4678 -0.461
H 9.1047 8.7953 6.2708 0.068
C 4.7445 8.6739 14.7613 -0.455
H 3.8301 8.6013 14.2002 0.095
H 10.2614 4.9119 15.1093 0.131
C 6.9732 4.2414 14.9078 -0.469
H 5.3136 4.8055 16.2525 0.104
H 4.1491 7.2032 16.1505 0.115
H 5.8864 7.3100 16.0818 0.067
H 7.3095 3.4193 15.4973 0.102
H 10.6832 7.1714 15.3866 0.110
H 5.6800 6.0388 6.1126 0.058
C 4.9841 7.3787 15.4628 -0.459
H 7.6639 10.7669 14.1178 0.098
H 5.9643 7.4387 7.2118 0.064
C 6.3938 6.5505 6.7318 -0.164
Si 7.8601 6.9212 5.7768 0.883
Se 7.7148 5.7534 10.6766 0.072
```

The net charge is +3. For the highest occupied orbital energy, the calculation gives -17.34 eV. The strongest force on any atom comes out at 0.0306 Eh/bohr. The calculated total energy is -133598.2276 eV. The HOMO-LUMO gap comes out at 6.29 eV. The energy relative to the best compared isomer or geometry (same formula, charge and spin) comes out at 0.00 kJ/mol.